Below is C37H34AuN2SSb2 as an isolated structure, with properties calculated with ωB97M-V/def2-TZVPD.

Geometry as XYZ:
```
77
Properties=species:S:1:pos:R:3:forces:R:3
C 2.8967 0.2743 -2.0700 0.20 0.21 -0.01
C -0.5796 3.1623 -3.3798 -0.03 0.05 -0.02
C -5.6863 -1.2466 1.9562 0.03 -0.01 -0.20
H 0.7279 0.4873 -4.6491 -0.03 0.04 -0.09
H -0.5547 -1.0083 -3.1648 -0.12 -0.02 -0.04
H 3.9021 0.5727 -1.7967 0.02 0.10 0.00
C -7.8783 -1.2722 0.9776 0.04 0.02 0.09
H -1.8368 -3.9326 2.9475 -0.23 0.10 0.18
H -2.5953 3.1299 5.0775 -0.02 0.00 0.10
H 3.5319 0.5787 2.6623 0.09 -0.08 -0.01
H -2.3597 1.9740 -3.4669 -0.09 -0.02 -0.07
C -1.5619 2.3480 3.3789 0.12 -0.17 0.05
H 1.2882 -3.6407 0.2278 0.02 -0.01 -0.05
H -1.9249 3.4385 0.2055 -0.07 0.11 0.00
C -0.1665 1.9922 -0.9038 0.04 -0.33 0.33
H -1.9764 0.9166 -1.2677 -0.11 -0.07 -0.07
C -1.1347 -4.2695 2.2128 -0.31 -0.63 0.12
C 5.9755 -1.1974 -0.3407 0.03 0.16 0.14
C 0.5121 -4.1660 0.7588 0.34 -0.58 -0.47
H 1.8281 2.2106 2.7885 -0.11 -0.01 0.06
C 2.3748 0.6615 -3.2913 0.10 0.00 -0.09
H 0.3200 -1.6001 -0.9521 -0.04 -0.01 -0.08
H -3.8572 4.7948 3.7608 -0.08 0.07 0.08
C 5.6441 -3.5146 -1.8207 -0.07 -0.08 -0.05
C 0.9098 -0.9682 -1.6104 -0.04 -0.21 0.05
H -7.4947 -1.1029 3.0791 -0.03 -0.02 0.07
C 0.4063 -0.6282 -2.8525 -0.02 -0.14 -0.20
C 3.7122 0.6769 1.5899 -0.09 -0.38 -0.21
C 0.7350 2.9201 -1.3942 0.15 0.05 0.19
H 8.0040 -1.2335 -1.0148 0.06 0.01 -0.03
H -7.9717 -1.4435 -1.1520 -0.05 -0.04 -0.09
H 2.9369 1.3185 -3.9385 0.11 0.00 -0.08
Sb 2.9689 -1.1738 0.6825 0.42 -0.17 -0.22
H -5.5205 -1.5453 -1.4319 0.04 0.03 -0.05
C -2.4532 3.1976 4.0094 -0.04 0.01 0.14
C -2.9731 4.2174 1.9018 -0.10 0.10 0.05
C -7.0597 -1.2023 2.0964 -0.06 0.00 0.03
H 3.0591 1.9643 -0.0049 0.06 0.09 0.08
C -1.3656 2.4377 2.0090 0.14 -0.31 -0.14
N -0.2725 -3.4894 1.6359 -0.17 0.86 0.29
H -0.7398 3.6204 -4.3423 -0.04 0.05 -0.15
C -7.3274 -1.3951 -0.2884 -0.11 0.00 -0.03
C 4.5848 -2.9808 -1.1122 -0.12 -0.06 0.03
H 7.7099 -3.3066 -2.3265 0.11 -0.03 -0.08
H 0.6938 -6.2253 0.0377 0.14 -0.11 -0.12
Au -0.2905 -1.2996 1.5655 0.49 -0.10 -0.06
H 3.8117 2.7878 1.3554 -0.03 0.02 -0.07
H 6.1218 -0.2930 0.2359 0.07 0.02 0.00
H 1.6001 3.2070 -0.8157 0.06 0.04 0.00
C 2.1518 -0.5082 -1.2027 0.13 -0.09 0.57
H 4.7894 0.6739 1.4323 0.02 -0.08 0.05
C -1.2773 1.6462 -1.6558 -0.16 0.00 0.05
C -2.0750 3.3737 1.2752 0.07 -0.03 -0.30
H 1.4988 3.3528 1.4886 -0.09 -0.15 0.04
C 4.7422 -1.8225 -0.3660 -0.32 0.19 0.43
C 7.0427 -1.7262 -1.0494 0.11 0.03 -0.02
H 5.5043 -4.4225 -2.3888 0.04 -0.06 -0.08
C -5.9578 -1.4438 -0.4498 0.20 0.02 0.15
H -5.0391 -1.1931 2.8192 0.04 0.05 0.04
C -1.4881 2.2389 -2.8876 -0.14 0.00 -0.03
H -8.9508 -1.2286 1.0968 -0.06 0.00 -0.01
C 1.1309 0.2025 -3.6893 -0.07 -0.08 0.01
C -3.7371 -1.3502 0.5338 1.01 0.03 -0.17
C 0.5354 3.4987 -2.6350 -0.02 0.07 -0.06
N -2.5936 -1.3161 0.4166 -0.23 -0.13 -0.22
H 1.2571 4.2083 -3.0106 0.02 0.09 -0.06
S -1.0601 -5.9013 1.7139 0.25 0.55 -0.03
H -1.0138 1.6112 3.9543 -0.01 -0.02 0.11
C 0.2285 -5.4877 0.6596 -0.19 0.02 0.17
C 1.7777 2.3161 1.7044 -0.16 -0.07 -0.20
H 3.6168 -3.4684 -1.1381 -0.03 -0.11 -0.07
C -3.1613 4.1323 3.2712 -0.02 0.03 -0.04
C 3.1225 1.9791 1.0867 0.10 0.12 -0.09
C 6.8771 -2.8852 -1.7863 0.12 -0.05 -0.04
C -5.1338 -1.3585 0.6765 -1.21 0.00 0.19
Sb 0.0592 1.1832 1.0473 0.00 0.99 0.31
H -3.5208 4.9401 1.3157 -0.06 0.08 -0.01
```
Forces are in eV/Å.

## Properties
LUMO: -0.0829 Ha
HOMO-LUMO gap: 8.0 eV
strongest force on any atom: 1.224 eV/Å
net charge: +1
relative energy (zero: lowest compared OMol25 entry of this formula, charge and spin): 0.0 kcal/mol
E_HOMO: -10.2749 eV